1.
Here is one molecule with the formula C24H30ClN5O3 from OMol25. Energies are from wB97M-V/def2-TZVPD.

Values from the calculation:
* LUMO level: 0.187 eV
* structure (SMILES): CCCN1CCN(CCCNC(=O)CN2C(=O)c3cccnc3Oc3ccc(Cl)cc32)CC1

XYZ file:
```
63
Properties=species:S:1:pos:R:3:forces:R:3:lowdin_charge:R:1
C -5.047 -2.369 -0.307 -0.15 0.12 0.16 -0.1143
C -5.835 -1.100 -0.014 0.13 0.02 -0.24 -0.2392
C -5.403 0.039 -0.940 -0.12 -0.09 0.22 -0.2201
N -3.989 0.334 -0.788 -0.04 0.10 -0.12 -0.1788
C -3.705 1.183 0.354 0.27 -0.07 0.16 -0.1587
C -2.189 1.263 0.553 -0.25 0.02 0.13 -0.1578
N -1.479 1.764 -0.607 -0.09 -0.09 0.01 -0.1609
C -1.541 3.205 -0.800 0.22 0.10 -0.28 -0.1881
C -0.227 3.718 -1.402 -0.11 0.02 0.38 -0.1531
C 0.871 3.856 -0.348 -0.09 0.22 -0.20 -0.1681
N 1.137 2.615 0.338 0.32 0.05 -0.20 0.0917
C 0.824 2.435 1.629 0.34 -0.52 -0.10 -0.4806
O 0.328 3.287 2.337 -0.26 0.23 0.39 0.0522
C 1.170 1.061 2.228 -0.02 0.47 0.31 -0.0264
N 1.757 0.128 1.288 -0.04 0.17 0.13 0.0222
C 3.110 0.235 1.097 0.16 -0.03 0.08 -0.3780
O 3.783 0.988 1.773 0.06 -0.02 0.00 0.1040
C 3.751 -0.577 0.028 0.07 -0.01 -0.46 -0.0329
C 5.068 -0.991 0.200 -0.19 -0.02 -0.11 0.0154
C 5.738 -1.593 -0.850 -0.06 0.03 0.08 -0.0436
C 5.071 -1.729 -2.058 0.22 -0.04 0.16 -0.1196
N 3.824 -1.332 -2.241 -0.64 0.25 -0.16 0.1595
C 3.183 -0.774 -1.236 0.68 -0.28 0.19 -0.2680
O 1.897 -0.371 -1.501 -0.19 0.11 0.26 0.0570
C 0.984 -1.051 -0.709 -0.25 -0.17 0.23 -0.1907
C 0.132 -1.963 -1.313 0.18 0.15 0.08 0.0044
C -0.803 -2.655 -0.566 0.04 0.02 0.12 -0.0926
C -0.847 -2.449 0.805 0.21 0.19 -0.16 -0.6686
Cl -1.978 -3.324 1.769 -0.15 -0.12 0.14 0.7042
C 0.007 -1.550 1.421 0.05 -0.10 -0.12 -0.0419
C 0.928 -0.824 0.669 -0.19 -0.40 -0.55 -0.1305
C -1.869 0.999 -1.777 -0.20 -0.01 -0.18 -0.1555
C -3.388 0.910 -1.974 0.30 0.01 -0.06 -0.1706
H -5.256 -2.725 -1.313 0.00 -0.09 -0.14 0.0723
H -5.305 -3.155 0.399 0.03 -0.14 0.02 0.0663
H -3.984 -2.158 -0.229 0.10 -0.08 0.00 0.0339
H -5.683 -0.810 1.026 -0.09 0.04 0.06 0.0945
H -6.903 -1.278 -0.156 -0.04 0.05 0.09 0.1053
H -5.571 -0.276 -1.973 -0.02 0.04 -0.01 0.1161
H -6.027 0.931 -0.754 0.06 -0.01 -0.10 0.1208
H -4.160 0.748 1.245 -0.02 0.06 0.04 0.1178
H -4.122 2.199 0.215 -0.04 -0.05 0.01 0.1278
H -1.955 1.891 1.414 0.03 -0.01 0.04 0.1185
H -1.820 0.250 0.742 -0.08 0.00 0.10 0.1067
H -2.375 3.503 -1.452 -0.03 0.01 0.11 0.1113
H -1.689 3.683 0.170 -0.07 0.02 0.01 0.1253
H -0.390 4.697 -1.855 0.05 0.03 -0.09 0.1108
H 0.105 3.032 -2.183 -0.02 0.02 -0.14 0.1043
H 0.572 4.575 0.418 0.09 -0.02 -0.12 0.1212
H 1.797 4.205 -0.821 -0.08 0.04 0.09 0.1210
H 1.404 1.831 -0.237 -0.05 -0.07 0.19 0.1277
H 0.255 0.658 2.658 0.06 0.02 -0.06 0.1224
H 1.888 1.247 3.033 -0.23 -0.01 -0.13 0.1404
H 5.545 -0.819 1.154 0.04 0.04 0.05 0.1264
H 6.755 -1.933 -0.740 0.09 -0.03 -0.01 0.1044
H 5.545 -2.174 -2.922 0.14 -0.06 -0.01 0.1099
H 0.208 -2.105 -2.379 0.02 -0.01 -0.12 0.1330
H -1.481 -3.348 -1.036 -0.08 -0.08 -0.03 0.1114
H -0.041 -1.426 2.491 0.00 0.03 0.09 0.1181
H -1.407 1.435 -2.663 0.05 -0.03 -0.04 0.1201
H -1.483 -0.015 -1.646 -0.06 0.03 -0.13 0.0999
H -3.597 0.261 -2.828 -0.02 0.05 -0.02 0.1212
H -3.802 1.911 -2.197 -0.02 -0.06 -0.02 0.1191
```
Forces are in eV/Å.



2.
Here is one molecule with the formula C27H24F5N7O in a non-equilibrium geometry from OMol25. Energies are from wB97M-V/def2-TZVPD.

Values from the calculation:
* relative energy (zero: lowest compared OMol25 entry of this formula, charge and spin): 0.0 kcal/mol
* LUMO level: 0.370 eV
* structure (SMILES): CN1C(=O)[C@@H](Cc2c(F)c(F)c(F)c(F)c2F)N(/C=C/[C@H](c2ccccc2)n2cnc3c(N)ncnc32)C1(C)C

XYZ file:
```
64
Properties=species:S:1:pos:R:3:forces:R:3:lowdin_charge:R:1
C 1.698 -4.793 1.474 -0.25 -0.26 0.12 -0.0115
N 1.559 -3.382 1.200 0.62 0.38 -0.09 -0.0267
C 2.645 -2.553 1.220 0.31 -0.28 0.26 -0.3563
O 3.793 -2.878 1.511 -1.12 0.43 -0.40 0.0800
C 2.151 -1.150 0.840 -0.17 -0.36 0.84 -0.1760
C 2.825 -0.586 -0.398 -0.05 -0.13 -0.52 -0.0513
C 4.303 -0.477 -0.208 0.61 0.17 -0.03 -0.0865
C 5.190 -1.331 -0.864 -0.22 -0.19 0.07 -0.1379
F 4.697 -2.268 -1.717 0.42 0.60 0.53 0.0942
C 6.558 -1.294 -0.622 0.18 -0.10 -0.13 -0.1140
F 7.387 -2.158 -1.243 -0.45 0.54 0.38 0.1135
C 7.068 -0.354 0.276 0.08 0.01 0.01 -0.1123
F 8.390 -0.302 0.516 -0.69 -0.02 -0.14 0.1197
C 6.205 0.533 0.925 0.15 0.12 0.11 -0.1158
F 6.696 1.449 1.782 -0.23 -0.53 -0.45 0.1134
C 4.840 0.454 0.678 -0.09 -0.02 0.14 -0.1296
F 3.997 1.282 1.358 0.61 -0.43 -0.50 0.0912
N 0.720 -1.353 0.684 0.28 0.31 -0.25 -0.0137
C -0.085 -0.266 0.451 -0.68 -0.24 -0.33 -0.0628
C -1.394 -0.297 0.105 0.24 -0.51 -0.26 -0.0643
C -2.271 0.928 0.178 -0.02 -0.36 0.38 -0.2308
C -3.774 0.706 -0.055 0.05 -0.28 0.36 -0.1512
C -4.616 1.818 -0.180 -0.50 -0.15 -0.14 -0.0198
C -6.002 1.644 -0.318 0.26 -0.10 0.24 -0.0708
C -6.563 0.368 -0.198 0.31 -0.20 -0.25 -0.0924
C -5.724 -0.748 -0.078 0.02 0.51 0.06 -0.0806
C -4.335 -0.574 -0.027 -0.26 0.00 0.06 -0.0421
N -1.765 1.920 -0.736 0.09 1.84 -0.11 0.0091
C -1.473 1.822 -2.079 0.28 1.85 -0.02 -0.0908
N -1.240 3.028 -2.618 0.54 -1.66 -0.15 0.1065
C -1.356 3.940 -1.595 -0.93 -0.53 0.47 -0.1827
C -1.414 5.361 -1.594 -0.05 -1.02 0.30 -0.3313
N -0.990 6.056 -2.672 0.01 0.52 -0.01 0.1532
N -1.922 5.981 -0.514 0.27 -0.34 0.28 0.1054
C -2.308 5.237 0.545 0.52 -1.90 -0.73 -0.1679
N -2.257 3.867 0.647 -0.06 2.17 1.06 0.1117
C -1.754 3.281 -0.423 -0.09 0.06 -1.58 -0.2711
C 0.299 -2.755 0.801 -0.15 0.03 -0.19 -0.4707
C -0.173 -3.330 -0.542 0.25 -0.11 -0.06 0.0043
C -0.778 -2.974 1.872 0.22 0.07 0.14 0.0052
H 2.762 -5.035 1.519 -0.18 0.12 -0.02 0.0959
H 1.232 -5.063 2.430 0.10 0.06 -0.15 0.0963
H 1.226 -5.388 0.684 0.13 0.07 0.09 0.0889
H 2.351 -0.469 1.688 -0.04 -0.27 -0.19 0.1657
H 2.622 -1.245 -1.250 -0.04 0.22 0.10 0.1346
H 2.402 0.404 -0.607 0.07 -0.19 -0.04 0.1308
H 0.453 0.694 0.500 -0.37 -0.33 0.58 0.1445
H -1.815 -1.197 -0.355 0.11 0.36 0.73 0.0724
H -2.160 1.375 1.191 -0.15 -0.14 -0.66 0.1599
H -4.202 2.825 -0.119 -0.16 -0.36 -0.21 0.0974
H -6.647 2.513 -0.490 0.29 -0.35 0.24 0.1068
H -7.648 0.236 -0.211 0.37 0.06 -0.10 0.1018
H -6.147 -1.749 -0.005 0.09 0.24 -0.03 0.1010
H -3.695 -1.452 0.083 -0.29 0.28 -0.02 0.0925
H -1.420 0.854 -2.594 -0.07 0.69 0.27 0.1382
H -0.603 5.571 -3.473 -0.14 0.09 0.43 0.1059
H -0.860 7.056 -2.584 -0.17 -0.33 -0.09 0.1079
H -2.717 5.762 1.412 0.12 -0.13 -0.39 0.1046
H 0.622 -3.219 -1.293 -0.24 -0.04 0.15 0.0986
H -0.403 -4.394 -0.413 0.00 0.22 -0.16 0.0808
H -1.073 -2.823 -0.897 0.18 -0.19 0.04 0.0694
H -0.360 -2.753 2.862 -0.17 -0.01 -0.22 0.1003
H -1.647 -2.331 1.693 0.21 -0.18 0.05 0.0715
H -1.098 -4.023 1.845 0.01 0.23 0.06 0.0879
```
Forces are in eV/Å.



3.
Here is C39H29IrN2O2P as an isolated structure in a non-equilibrium geometry from OMol25. Energies are from wB97M-V/def2-TZVPD.

Values from the calculation:
* relative energy (zero: lowest compared OMol25 entry of this formula, charge and spin): 16.0 kcal/mol
* net charge: +1
* LUMO level (spin up / spin down): -4.265 / -4.266 eV

XYZ file:
```
74
Properties=species:S:1:pos:R:3:forces:R:3:lowdin_charge:R:1
Ir -0.112 0.058 0.083 0.66 0.42 -2.92 1.2703
C -0.898 0.037 -3.028 -0.04 0.04 -0.02 -0.0288
O 0.149 -0.069 -2.049 -0.44 -0.16 0.02 -0.2790
C 1.465 -0.026 -2.472 -0.17 0.02 -0.40 -0.2116
C 1.828 -0.013 -3.809 -0.05 -0.06 0.00 -0.0018
C 3.175 0.036 -4.137 0.02 -0.02 0.05 -0.0538
C 4.141 0.064 -3.140 -0.06 -0.02 0.03 -0.0585
C 3.761 0.052 -1.809 0.26 0.02 0.00 0.0006
C 2.419 0.012 -1.473 -0.18 0.19 0.51 -0.1706
N 1.922 0.029 -0.128 0.20 -0.64 0.27 -0.0950
N 2.817 -0.047 0.776 0.29 0.69 0.13 0.1192
C 2.533 0.066 2.078 0.23 -0.54 0.05 -0.1260
C 1.252 0.380 2.606 0.05 0.29 -0.10 -0.2884
O 0.267 0.785 1.868 -0.78 -0.92 0.71 -0.1667
C 1.044 0.333 4.017 0.07 0.43 -0.12 -0.0004
C 2.080 0.102 4.849 0.13 -0.08 0.10 0.0179
C 3.424 -0.074 4.376 -0.14 0.02 0.15 -0.1637
C 4.494 -0.182 5.280 -0.01 -0.03 0.02 -0.0229
C 5.780 -0.316 4.821 0.01 0.00 -0.05 -0.0642
C 6.017 -0.362 3.441 0.01 -0.01 0.02 -0.0575
C 4.981 -0.261 2.543 0.02 -0.07 -0.06 -0.0188
C 3.664 -0.106 2.995 -0.20 0.03 -0.18 -0.0937
H -0.851 -0.803 -3.720 0.03 -0.02 0.01 0.1043
H -0.808 0.982 -3.562 0.02 0.01 0.00 0.1150
H -1.830 0.015 -2.474 0.00 0.06 -0.01 0.0738
H 1.083 -0.035 -4.590 0.01 0.01 0.01 0.1133
H 3.463 0.053 -5.179 0.00 0.01 0.01 0.1155
H 5.189 0.104 -3.398 0.00 -0.01 0.00 0.1134
H 4.494 0.076 -1.016 0.00 0.03 -0.03 0.1077
H 0.041 0.506 4.379 0.00 0.02 -0.03 0.1291
H 1.904 0.049 5.918 0.03 0.04 -0.01 0.1277
H 4.291 -0.142 6.343 -0.01 -0.01 -0.01 0.1182
H 6.605 -0.376 5.517 0.00 -0.03 -0.01 0.1100
H 7.030 -0.472 3.076 0.00 0.02 0.00 0.1101
H 5.174 -0.285 1.480 0.02 -0.01 0.02 0.1001
C -3.613 -5.846 -0.569 -0.01 0.00 0.03 -0.0595
C -3.580 -5.248 0.686 0.00 0.01 -0.04 -0.0500
C -3.055 -3.976 0.843 -0.06 -0.04 -0.02 -0.0826
C -2.583 -3.290 -0.274 0.25 0.02 -1.41 -0.3404
C -2.618 -3.887 -1.531 -0.09 -0.01 0.05 -0.0782
C -3.129 -5.170 -1.677 0.03 0.02 -0.01 -0.0657
P -1.930 -1.600 -0.048 0.73 0.57 2.83 1.0954
C -0.889 -2.113 1.390 -0.22 -0.42 0.46 -0.4317
C 0.284 -2.780 1.019 0.00 -0.18 0.18 -0.1343
C 1.127 -3.310 1.988 -0.01 0.04 -0.07 -0.0638
C 0.794 -3.209 3.332 0.00 0.00 0.03 -0.0731
C -0.376 -2.562 3.702 0.01 -0.02 0.01 -0.0803
C -1.208 -2.009 2.740 -0.18 0.21 -0.08 -0.1034
C -3.335 -0.567 0.364 -0.20 -0.09 -0.34 -0.3061
C -4.629 -1.012 0.478 -0.15 -0.03 0.13 -0.0555
C -5.690 -0.087 0.565 0.06 -0.09 0.02 -0.0547
C -5.437 1.254 0.496 0.07 0.04 0.01 -0.0055
C -4.117 1.747 0.354 -0.14 0.05 0.05 -0.1589
C -3.840 3.132 0.246 -0.05 -0.01 0.00 -0.0298
C -2.561 3.561 0.059 0.11 -0.04 -0.03 -0.0638
C -1.494 2.631 -0.020 -0.15 0.08 0.05 -0.0959
C -1.718 1.285 0.086 -0.15 -0.03 0.00 -0.2757
C -3.051 0.821 0.280 0.09 0.16 0.03 -0.2046
H -4.014 -6.845 -0.678 0.01 0.00 0.00 0.1126
H -3.952 -5.780 1.551 -0.01 0.01 0.00 0.1144
H -3.013 -3.529 1.826 0.00 -0.02 0.00 0.1079
H -2.246 -3.354 -2.397 0.00 0.00 0.00 0.1012
H -3.144 -5.638 -2.652 -0.01 0.01 0.00 0.1112
H 0.515 -2.933 -0.031 0.05 0.04 0.01 0.1048
H 2.038 -3.814 1.689 -0.02 -0.02 0.00 0.1130
H 1.443 -3.636 4.086 0.00 0.00 -0.01 0.1114
H -0.646 -2.492 4.748 0.00 0.02 -0.01 0.1145
H -2.114 -1.491 3.037 0.01 -0.01 0.01 0.1210
H -4.851 -2.071 0.500 0.01 0.01 -0.05 0.1024
H -6.704 -0.450 0.662 0.00 0.00 0.01 0.1111
H -6.255 1.964 0.526 0.01 0.00 0.01 0.1217
H -4.659 3.838 0.308 0.00 -0.01 0.01 0.1171
H -2.348 4.620 -0.019 0.00 -0.01 -0.01 0.1093
H -0.483 3.004 -0.142 0.00 0.01 0.01 0.0997
```
Forces are in eV/Å.



4.
Here is one molecule with the formula C6H12NO in a non-equilibrium geometry from OMol25. Energies are from wB97M-V/def2-TZVPD.

Values from the calculation:
* relative energy (zero: lowest compared OMol25 entry of this formula, charge and spin): 27.4 kcal/mol
* expectation value of S²: 0.755
* multiplicity: 2
* LUMO level (spin up / spin down): 0.871 / -1.439 eV

XYZ file:
```
20
Properties=species:S:1:pos:R:3:forces:R:3:mulliken_spin:R:1
C -0.158 -0.316 -2.918 -1.00 -0.52 1.98 -0.0088
O 0.936 0.350 -3.267 -0.06 0.12 -0.72 0.8270
C -0.707 0.160 -1.433 1.19 -0.66 -2.18 0.0692
C 0.391 0.736 -0.557 0.01 1.86 1.53 -0.0075
C 0.443 0.275 0.908 -1.33 -1.38 -2.16 0.0012
C -0.456 0.820 1.721 -0.03 0.40 1.52 0.0006
N -0.601 0.598 3.134 0.28 -0.48 -0.93 0.0000
C 1.064 -1.080 1.114 0.55 0.29 2.08 0.0008
H 0.112 -1.389 -2.834 0.38 0.08 0.27 0.1015
H -1.042 -0.358 -3.579 0.40 0.54 -0.42 0.0055
H -1.394 0.931 -1.756 -0.41 0.13 0.49 0.0031
H -1.232 -0.691 -1.011 -0.14 0.02 0.22 -0.0024
H 1.386 0.792 -0.992 0.00 -0.72 -0.27 0.0045
H 0.185 1.814 -0.434 -0.10 -0.18 -0.35 0.0055
H -1.135 1.605 1.408 0.27 0.16 -0.32 0.0000
H -1.524 0.246 3.351 -0.17 0.17 0.10 0.0001
H 0.059 -0.114 3.417 0.04 -0.05 0.28 0.0000
H 0.557 -1.955 0.717 -0.38 0.28 -0.82 -0.0002
H 1.005 -1.307 2.194 0.51 -0.01 -0.25 0.0000
H 2.113 -1.116 0.818 -0.01 -0.04 -0.02 0.0000
```
Forces are in eV/Å.